No. 1
Formula: C44H37GeLiO2P2
Source: the OMol25 dataset
Level of theory: ωB97M-V/def2-TZVPD

Values from the calculation:
Energy (eV): -125620.02730
Energy above the lowest of the compared OMol25 structures with the same formula, charge and spin (kcal/mol): 2.92
Spin multiplicity: 1
LUMO level (alpha / beta) (eV): 4.1 / 4.1
Charge: -2

Each line ends with the Löwdin charge.
Positions of all 87 atoms, in Å:
Li: 0.10747 -0.11805 -0.07584  0.336
O: -0.50660 -2.05415 -0.07752  -0.384
P: 0.10427 -2.97395 -1.08165  0.677
C: 1.30887 -2.11154 -2.14359  -0.308
P: 2.63230 -1.40428 -1.13905  0.683
O: 2.10164 -0.47232 -0.10573  -0.382
C: 3.62995 -2.73273 -0.51384  -0.301
C: 3.82594 -2.86200 0.86846  -0.092
C: 4.58452 -3.89584 1.37710  -0.115
C: 5.17339 -4.83154 0.51395  -0.121
C: 5.01291 -4.68571 -0.86282  -0.129
C: 4.24735 -3.65835 -1.38287  -0.113
C: 3.68714 -0.53558 -2.34210  -0.250
C: 3.71806 -0.80473 -3.70459  -0.087
C: 4.59011 -0.11773 -4.53914  -0.098
C: 5.43527 0.85058 -4.02087  -0.106
C: 5.40123 1.13315 -2.66280  -0.088
C: 4.53432 0.44470 -1.82943  -0.061
C: -1.17704 -3.43576 -2.28566  -0.253
C: -1.95536 -2.38277 -2.76972  -0.065
C: -2.99167 -2.63620 -3.65564  -0.083
C: -3.26578 -3.93741 -4.05772  -0.109
C: -2.50826 -4.98620 -3.55951  -0.104
C: -1.46851 -4.73734 -2.67237  -0.078
C: 0.94032 -4.40123 -0.48344  -0.326
C: 0.97385 -4.65412 0.90574  -0.106
C: 1.63322 -5.75121 1.40838  -0.127
C: 2.27707 -6.66441 0.53857  -0.135
C: 2.22043 -6.43812 -0.83470  -0.147
C: 1.57855 -5.33085 -1.35557  -0.149
H: 0.81500 -1.31059 -2.70488  0.085
H: 1.71383 -2.84140 -2.85210  0.062
H: 3.34699 -2.14847 1.52982  0.108
H: 4.70328 -3.99270 2.44947  0.092
H: 5.76503 -5.64661 0.91211  0.082
H: 5.46941 -5.40043 -1.53955  0.094
H: 4.14449 -3.56095 -2.45915  0.094
H: 3.05228 -1.54661 -4.12796  0.094
H: 4.59985 -0.33298 -5.60086  0.095
H: 6.10865 1.39267 -4.67286  0.093
H: 6.04432 1.90246 -2.25305  0.098
H: 4.48572 0.67944 -0.77250  0.113
H: -1.77137 -1.37036 -2.41785  0.105
H: -3.59552 -1.81386 -4.01899  0.101
H: -4.07921 -4.13297 -4.74615  0.091
H: -2.73202 -6.00512 -3.85379  0.092
H: -0.88942 -5.55976 -2.26845  0.093
H: 0.48906 -3.94911 1.57234  0.105
H: 1.66341 -5.90600 2.48071  0.087
H: 2.79228 -7.53212 0.93082  0.074
H: 2.71637 -7.12447 -1.51362  0.093
H: 1.57206 -5.18014 -2.43098  0.092
C: -0.99549 1.51728 -0.23153  -0.476
Ge: -1.83110 2.82597 0.77223  0.590
C: -0.61169 4.09155 1.78455  -0.262
C: 0.10974 4.99397 0.99309  -0.125
C: 1.03910 5.87444 1.53297  -0.121
C: 1.27240 5.89122 2.90491  -0.142
C: 0.56962 5.00807 3.71400  -0.129
C: -0.34878 4.12262 3.15528  -0.119
C: -3.34343 2.19291 1.96176  -0.263
C: -4.49684 1.76632 1.29207  -0.124
C: -5.59374 1.24362 1.96570  -0.119
C: -5.57782 1.14000 3.35350  -0.141
C: -4.44746 1.55747 4.04329  -0.129
C: -3.35110 2.06763 3.35200  -0.118
C: -2.93782 4.33217 -0.09322  -0.283
C: -3.57200 5.33215 0.64540  -0.122
C: -4.31545 6.33586 0.03194  -0.130
C: -4.44209 6.36136 -1.35258  -0.146
C: -3.81886 5.37452 -2.10958  -0.129
C: -3.07863 4.37665 -1.47837  -0.135
H: -0.06125 5.00633 -0.07950  0.093
H: 1.58129 6.55175 0.87998  0.084
H: 1.99337 6.57890 3.33374  0.078
H: 0.73829 4.99873 4.78676  0.082
H: -0.85464 3.43294 3.82041  0.064
H: -4.53503 1.84389 0.20941  0.091
H: -6.46419 0.91675 1.40516  0.085
H: -6.43155 0.73512 3.88612  0.079
H: -4.41005 1.48058 5.12580  0.082
H: -2.48068 2.35865 3.92766  0.063
H: -3.48325 5.32857 1.73013  0.095
H: -4.79778 7.10057 0.63395  0.080
H: -5.02073 7.14247 -1.83536  0.077
H: -3.90907 5.38232 -3.19201  0.080
H: -2.59103 3.60471 -2.07364  0.066

=====

No. 2
Formula: C8H13Cl2Mg2O6
Source: the OMol25 dataset
Level of theory: ωB97M-V/def2-TZVPD

Values from the calculation:
Energy (eV): -56728.67752
Energy above the lowest of the compared OMol25 structures with the same formula, charge and spin (kcal/mol): 0.00
Spin multiplicity: 1
LUMO level (eV): -5.1
Charge: +1

Each line ends with the natural charge from an NBO analysis.
Positions of all 31 atoms, in Å:
Mg: 2.12656 -1.07958 -0.26494  1.880
Mg: -0.39383 -1.65969 -2.28219  1.810
C: -1.00752 1.88132 -0.16842  -0.737
C: -0.33540 0.61944 -0.54947  0.859
O: 0.89397 0.46662 -0.26506  -0.902
O: -1.02312 -0.26714 -1.14423  -0.872
H: -2.00363 1.69459 0.22854  0.253
H: -1.14407 2.54102 -1.02771  0.262
H: -0.43698 2.45170 0.56355  0.237
C: 2.85910 -1.06518 -4.48229  -0.726
C: 1.70834 -1.30430 -3.56550  0.832
O: 0.54421 -1.43816 -4.02128  -0.788
O: 1.85097 -1.32064 -2.27724  -0.976
H: 3.78838 -1.02462 -3.91912  0.231
H: 2.69136 -0.07081 -4.90569  0.266
H: 2.92140 -1.81051 -5.26491  0.268
C: 0.51555 -4.85125 0.20948  -0.731
C: 0.27490 -3.51090 -0.37795  0.854
O: -0.55399 -3.37650 -1.32387  -0.820
O: 0.88901 -2.48204 0.07953  -0.959
H: -0.03419 -5.59340 -0.35913  0.253
H: 0.21427 -4.87796 1.25471  0.261
H: 1.58154 -5.08050 0.16731  0.244
Cl: -0.48812 5.16077 4.93271  -0.040
C: -1.42510 4.18888 3.78413  -0.395
C: -2.51693 3.40167 4.45422  -0.380
Cl: -3.73067 4.46878 5.24111  -0.055
H: -0.73319 3.48939 3.31492  0.208
H: -1.83890 4.85769 3.03466  0.223
H: -2.12266 2.75128 5.22763  0.223
H: -3.07124 2.84003 3.70649  0.217